DFT (wB97M-V/def2-TZVPD) results for 2 unconnected molecules or ions with the total composition C2H7NO2 in a non-equilibrium geometry.

Last column: Mulliken spin population.
Positions of all 12 atoms, in Å:
C: -1.00530 -1.33821 0.18413  0.6362
C: -1.09811 0.94930 -0.21104  0.0691
N: -0.32716 -0.30125 0.00843  1.0484
O: 2.56969 -0.02288 -0.59090  0.0036
O: 2.40013 0.12129 0.78616  0.0099
H: -0.41861 -2.27374 0.46247  0.0911
H: -2.09857 -1.40032 0.35532  0.1051
H: 1.68630 -0.47602 0.87280  -0.0070
H: -0.58955 1.84836 0.19909  0.0016
H: -1.24239 1.16971 -1.38542  0.0096
H: -2.04132 0.83090 0.22958  0.0339
H: 2.16490 0.89286 -0.91061  -0.0016

Summary:
E_HOMO (alpha / beta) = -5.8 / -10.5 eV
2S+1 = 3
ΔE to the lowest compared entry with this formula, charge and spin = 167.6 kJ/mol



DFT (wB97M-V/def2-TZVPD) results for 3 unconnected molecules or ions with the total composition C2H10N2O2 in a non-equilibrium geometry.

Last column: Mulliken charge in e.
Positions of all 16 atoms, in Å:
C: -0.83332 -0.87735 0.25664  -0.9343
N: 0.48221 -0.23984 0.18982  -0.3291
C: 1.48970 -0.79902 0.70035  0.0926
N: 1.63533 -2.11775 1.13634  -0.4599
H: -1.43596 -0.18949 0.84066  0.2926
H: -1.26558 -1.03718 -0.72488  0.2601
H: -0.78875 -1.84225 0.76959  0.3662
H: 2.43680 -0.26027 0.75682  0.3046
H: 1.06370 -2.80819 0.68048  0.1840
H: 2.55997 -2.32340 1.47073  0.2352
O: 0.47123 2.39053 -1.04183  -0.6818
H: -0.03589 3.13468 -0.67107  0.2967
H: 0.64868 1.80819 -0.28165  0.3724
O: -2.53556 1.55323 -1.44726  -0.6430
H: -2.23969 2.36763 -0.98267  0.2997
H: -1.65287 1.24048 -1.65211  0.3440

Summary:
E_HOMO = -9.4 eV
ΔE to the lowest compared entry with this formula, charge and spin = 61.1 kJ/mol
Structure (SMILES) = C/N=C\N.O.O



DFT (wB97M-V/def2-TZVPD) results for a gas-phase ion, C19H18F6N5O (charge +1) in a non-equilibrium geometry.

Last column: Mulliken charge in e.
Positions of all 49 atoms, in Å:
N: 3.24423 2.75059 -0.63028  0.1498
C: 2.49284 1.55551 -0.22731  -1.0502
C: 0.95608 1.65648 -0.56889  -0.9062
C: 0.12228 0.47501 -0.29978  0.7170
C: -1.17354 0.43344 0.35744  0.1621
O: -1.31788 1.24097 1.20195  -0.6274
N: -2.25596 -0.40458 0.06258  0.2753
C: -2.53604 -0.94554 -1.26131  -1.1219
C: -2.86756 -2.43538 -1.15640  -0.2817
N: -3.86357 -2.66431 -0.08099  0.1309
C: -3.99655 -1.88876 0.97100  0.4768
N: -4.79507 -2.46141 1.79884  -0.5387
N: -5.07373 -3.71817 1.42767  -0.5307
C: -4.45177 -3.88295 0.29090  0.0700
C: -4.26122 -5.23493 -0.36493  0.8251
F: -5.45350 -5.81118 -0.59593  -0.2563
F: -3.87278 -5.05398 -1.66229  -0.2756
F: -3.43127 -6.05427 0.25434  -0.2298
C: -3.36496 -0.54038 1.04680  -0.5200
C: 0.69186 -0.79881 -0.57034  -0.7252
C: 2.13451 -0.90012 -1.06128  -1.8739
C: 3.10207 0.20690 -0.57659  0.0354
C: 4.01608 -0.22168 0.53928  0.2339
C: 3.48779 -0.76213 1.73794  -0.2594
C: 4.33863 -1.22406 2.74665  0.0295
F: 3.85690 -1.99168 3.71786  -0.2703
C: 5.73262 -1.10828 2.58627  0.4126
F: 6.39977 -1.72824 3.58812  -0.2394
C: 6.24325 -0.50207 1.42392  -0.6738
C: 5.41377 -0.20164 0.40384  -0.0248
F: 5.97753 0.53839 -0.61125  -0.3445
H: 2.99364 3.03151 -1.60609  0.4307
H: 4.17862 2.40798 -0.60520  0.3504
H: 3.14439 3.46114 0.00867  0.3882
H: 2.44388 1.49440 0.85822  0.4191
H: 0.62918 2.52137 0.11359  0.3969
H: 0.94226 1.84123 -1.67395  0.4224
H: -1.79230 -0.89688 -1.99778  0.4592
H: -3.43261 -0.45094 -1.66711  0.4100
H: -3.18483 -2.75980 -2.16775  0.3745
H: -1.96684 -2.93081 -0.85697  0.3121
H: -2.92553 -0.36381 2.03508  0.3961
H: -4.10984 0.30373 0.72801  0.2729
H: 0.09345 -1.61495 -0.30944  0.8345
H: 2.44318 -1.81507 -0.70792  0.5354
H: 2.10749 -1.00523 -2.14201  0.4278
H: 3.78978 0.41749 -1.35123  0.8142
H: 2.43051 -1.02164 1.89861  0.4438
H: 7.25711 -0.37912 1.28433  0.5434

Summary:
E_HOMO = -11.8 eV
Charge = +1
Structure (SMILES) = [NH3+][C@H]1CC(C(=O)N2CCn3c(nnc3C(F)(F)F)C2)=CC[C@@H]1c1cc(F)c(F)cc1F



DFT (wB97M-V/def2-TZVPD) results for 9 unconnected molecules or ions with the total composition H16O8 in a non-equilibrium geometry.

Last column: Mulliken charge in e.
Positions of all 24 atoms, in Å:
O: -1.15712 2.11559 0.10319  -0.7151
H: -0.21761 2.04119 0.36427  0.3562
H: -0.89893 1.86564 -0.79853  0.4115
O: -0.01359 -1.30449 2.25620  -0.8682
H: 0.64337 -1.92079 2.58991  0.2567
H: -1.26554 -0.66979 1.24892  0.4719
O: -2.36854 -1.76684 -2.07079  -0.6105
H: 1.24520 -0.83076 -1.56694  0.4621
H: -1.41791 -1.67923 -2.28645  0.2626
O: 0.90480 0.94070 2.14024  -0.7505
H: 0.46360 -0.01599 2.26554  0.3914
H: 0.30174 1.55496 2.60185  0.3193
O: -1.99546 -0.58146 0.58337  -0.6951
H: -2.44368 -1.48132 -1.14997  0.3838
H: -1.78258 0.27481 0.14463  0.3935
O: -0.62168 0.65823 -1.99347  -0.5229
H: -0.78086 0.39279 -2.91590  0.3339
H: 0.18165 0.14962 -1.78928  -0.0413
O: 1.81525 1.82083 -0.17965  -0.6145
H: 2.44795 1.25398 -0.62449  0.3178
H: 1.70151 1.27862 0.63080  0.4114
O: 2.09567 -1.50630 0.22279  -0.4963
H: 1.75128 -1.30854 -0.65050  0.0965
H: 1.41147 -1.28148 0.87427  0.4455

Summary:
E_HOMO = -10.7 eV
ΔE to the lowest compared entry with this formula, charge and spin = 1083.3 kJ/mol



DFT (wB97M-V/def2-TZVPD) results for 10 unconnected molecules or ions with the total composition C35H60O30 in a non-equilibrium geometry.

Last column: Mulliken charge in e.
Positions of all 125 atoms, in Å:
C: 2.34489 -1.55505 8.20248  -1.3407
C: 1.74219 -1.16773 6.86221  0.0689
O: 1.36412 -2.38120 6.19291  -0.3153
C: 1.17532 -2.32436 4.89061  0.7548
O: 1.03941 -1.32017 4.22673  -0.4993
O: 1.20615 -3.53189 4.38655  -0.3898
C: 1.37363 -3.82919 3.01032  -0.3327
H: 3.22506 -2.19038 8.18239  0.3278
H: 1.54387 -2.02556 8.77630  0.3340
H: 2.59637 -0.65551 8.76847  0.3764
H: 2.47841 -0.65943 6.23746  0.1824
H: 0.85356 -0.54909 6.97424  0.2723
H: 2.40608 -3.63771 2.71152  0.2841
H: 0.80776 -3.06502 2.46886  -0.0392
H: 1.06373 -4.84694 2.81786  0.2658
C: -2.09287 -3.41064 -9.44134  -1.1541
C: -2.34039 -4.28057 -8.20534  0.1331
O: -1.20270 -4.16547 -7.34578  -0.4435
C: -1.12212 -3.12116 -6.52805  0.7341
O: -1.80571 -2.13006 -6.51877  -0.5370
O: -0.01172 -3.29939 -5.80142  -0.3990
C: 0.26364 -2.29452 -4.81814  -0.3691
H: -2.61146 -3.78144 -10.32784  0.4002
H: -1.03107 -3.48325 -9.68084  0.2973
H: -2.38090 -2.37790 -9.26766  0.2629
H: -2.50875 -5.32834 -8.43176  0.4272
H: -3.26303 -3.91003 -7.75397  -0.0528
H: 0.45609 -1.34124 -5.31115  0.2528
H: 1.18053 -2.61692 -4.33497  0.1831
H: -0.54248 -2.17256 -4.09850  0.2543
C: -2.32638 -3.62618 3.28547  -1.2798
C: -2.90670 -2.22788 3.12422  0.6167
O: -3.69096 -1.83192 4.23513  -0.3285
C: -4.62620 -0.90967 4.05783  0.7928
O: -4.90453 -0.37427 3.01618  -0.5559
O: -5.12883 -0.59667 5.24422  -0.3672
C: -6.28211 0.24468 5.27165  -0.6456
H: -1.54721 -3.74350 2.53385  0.2863
H: -3.07303 -4.40266 3.12033  0.4148
H: -1.88883 -3.73750 4.27711  0.2921
H: -3.47612 -2.11557 2.20118  0.0392
H: -2.03892 -1.56300 3.05145  -0.0814
H: -6.09329 1.16796 4.72607  0.3051
H: -6.42764 0.47341 6.32283  0.2233
H: -7.13878 -0.28230 4.85722  0.2977
C: -4.46697 -0.21087 -0.24712  -0.7457
C: -5.21691 -0.04455 -1.55944  -0.4765
O: -4.53393 -0.86876 -2.50000  -0.2210
C: -5.09708 -1.08910 -3.68284  0.7140
O: -6.20897 -0.76994 -4.01294  -0.6006
O: -4.27954 -1.86982 -4.36557  -0.2207
C: -4.67467 -2.36251 -5.63126  -0.7041
H: -3.46884 0.23493 -0.27341  -0.0450
H: -4.22934 -1.25061 -0.01128  0.2521
H: -5.00935 0.22153 0.58984  0.4913
H: -5.22895 0.98868 -1.90523  0.3247
H: -6.24729 -0.35669 -1.38645  0.3754
H: -5.68775 -2.74980 -5.53221  0.4310
H: -4.01991 -3.17779 -5.92198  0.0554
H: -4.54275 -1.62952 -6.42486  0.3292
C: 4.68338 -0.45772 -0.56131  -1.0253
C: 4.16661 -0.75288 -1.97153  0.1798
O: 5.15082 -1.43658 -2.72608  -0.2838
C: 4.88997 -1.70494 -3.98867  0.7464
O: 3.86613 -1.46101 -4.57717  -0.5497
O: 5.95756 -2.33924 -4.49028  -0.3608
C: 6.09847 -2.41318 -5.90507  -0.6511
H: 5.07352 -1.35024 -0.06328  0.3706
H: 3.86735 -0.12341 0.07449  0.1227
H: 5.52712 0.23092 -0.59974  0.2743
H: 3.80549 0.19767 -2.36934  0.2496
H: 3.23863 -1.32275 -1.89881  0.1007
H: 6.29405 -1.41913 -6.30258  0.3069
H: 5.22109 -2.86617 -6.36052  0.2952
H: 6.96416 -3.03372 -6.11783  0.2217
O: -2.55470 6.52482 1.57510  -0.5410
C: -1.65945 5.89222 2.03817  0.5871
O: -0.37480 6.28575 2.01454  -0.3884
C: 0.47293 5.42482 2.76454  0.1609
C: -0.52912 4.34739 3.23372  0.4756
O: -1.78136 4.71056 2.66976  -0.3929
H: 1.19035 4.89113 2.14270  0.0699
H: 0.93805 5.94941 3.59833  0.2011
H: -0.66174 4.28159 4.31249  0.1653
H: -0.17875 3.40442 2.81263  -0.3046
O: 1.98946 1.62473 3.24949  -0.4158
C: 2.29081 2.18550 4.25307  0.7514
O: 3.55874 2.46857 4.64947  -0.3461
C: 3.55616 3.12795 5.89469  -0.3912
C: 2.05225 3.11523 6.32439  -0.3422
O: 1.44635 2.72607 5.11881  -0.2863
H: 4.22075 2.72020 6.65598  0.3320
H: 3.85923 4.17446 5.80040  0.2819
H: 1.76454 4.11163 6.65756  0.3023
H: 1.73183 2.39274 7.07912  0.2070
O: 0.60372 -0.38743 -2.56105  -0.3652
C: 0.38170 -0.07896 -1.42872  0.4920
O: 1.24817 -0.23117 -0.39968  -0.1866
C: 0.66485 0.26465 0.79289  1.0614
C: -0.76068 0.69934 0.40957  -0.0769
O: -0.73085 0.50881 -1.00900  -0.3244
H: 0.65559 -0.57074 1.49609  -0.5575
H: 1.22923 1.08083 1.23362  -0.4302
H: -0.88226 1.74548 0.67831  0.2782
H: -1.50225 0.10727 0.93924  0.0684
O: 2.57667 3.44744 1.17077  -0.4110
C: 3.73601 3.71668 1.22760  0.5039
O: 4.75803 2.85276 1.24928  -0.2131
C: 5.99085 3.53690 1.50391  -0.4232
C: 5.52247 4.93245 1.90623  -0.3042
O: 4.17145 4.96791 1.50534  -0.3504
H: 6.51956 2.98290 2.27514  0.2783
H: 6.51762 3.51074 0.54843  0.2844
H: 6.24482 5.63042 1.48281  0.3196
H: 5.62433 5.03302 2.98863  0.2297
O: -3.97776 3.44401 -4.29185  -0.5531
C: -3.10220 2.66062 -4.46537  0.5586
O: -1.81225 2.88319 -4.09571  -0.3878
C: -1.02465 1.72666 -4.42231  -0.0415
C: -2.11347 0.65737 -4.43788  0.6957
O: -3.27626 1.37495 -4.80766  -0.4091
H: -0.66819 1.75086 -5.45298  0.3328
H: -0.29031 1.44249 -3.67910  0.0337
H: -2.30544 0.21300 -3.46040  0.0191
H: -1.88026 -0.09667 -5.18675  -0.1529

Summary:
E_HOMO = -10.0 eV
ΔE to the lowest compared entry with this formula, charge and spin = 133.9 kJ/mol
Structure (SMILES) = CCOC(=O)OC.CCOC(=O)OC.CCOC(=O)OC.CCOC(=O)OC.CCOC(=O)OC.O=C1OCCO1.O=C1OCCO1.O=C1OCCO1.O=C1OCCO1.O=C1OCCO1